{"formula": "C59H50ClGeO4P2SV", "method": "ωB97M-V/def2-TZVPD", "species": ["V", "Cl", "C", "C", "C", "C", "C", "C", "P", "C", "C", "C", "C", "C", "C", "C", "C", "C", "C", "C", "C", "H", "H", "H", "H", "H", "H", "H", "H", "H", "H", "H", "H", "H", "H", "O", "C", "O", "C", "C", "C", "C", "C", "C", "S", "H", "H", "H", "H", "C", "P", "C", "C", "C", "C", "C", "C", "C", "C", "C", "C", "C", "C", "H", "H", "H", "H", "H", "H", "H", "H", "H", "H", "H", "H", "H", "O", "C", "O", "C", "C", "Ge", "C", "C", "C", "C", "C", "C", "C", "C", "C", "C", "C", "C", "C", "C", "C", "C", "C", "C", "H", "H", "H", "H", "H", "H", "H", "H", "H", "H", "H", "H", "H", "H", "H", "H", "H", "H", "H"], "positions_angstrom": [[-0.1024, 0.5168, -0.4159], [-1.7518, 1.3875, 1.1653], [-1.2468, 3.0173, 1.7675], [-2.1971, 3.9162, 2.3228], [-1.7717, 5.1108, 2.8279], [-0.4398, 5.5872, 2.6054], [0.5135, 4.7372, 2.0192], [0.1276, 3.3796, 1.7097], [1.3440, 2.0559, 1.2412], [2.7518, 3.0135, 0.6401], [3.1045, 2.9430, -0.7271], [4.1422, 3.7942, -1.1187], [4.8520, 4.6073, -0.2872], [4.5648, 4.5055, 1.0481], [3.6232, 3.6282, 1.5589], [2.0349, 1.2875, 2.7673], [3.2589, 0.5929, 2.7639], [3.6139, -0.2273, 3.8401], [2.7723, -0.3491, 4.9624], [1.6180, 0.4348, 4.9576], [1.2086, 1.2200, 3.8900], [-3.2529, 3.6380, 2.3183], [-2.5252, 5.8556, 3.1771], [-0.1434, 6.5762, 2.9084], [1.4241, 5.1780, 1.6399], [2.6445, 2.2343, -1.3976], [4.3418, 3.7078, -2.1804], [5.6300, 5.3000, -0.5706], [5.1344, 5.0284, 1.7949], [3.5585, 3.4955, 2.6215], [3.8836, 0.6458, 1.8767], [4.5010, -0.8712, 3.7396], [3.0692, -0.9474, 5.8898], [0.9079, 0.4626, 5.7808], [0.2999, 1.8312, 4.0413], [2.7786, 0.6455, -3.2814], [1.6730, 0.2493, -2.8189], [1.1555, 0.9506, -1.8418], [0.7738, -0.6803, -3.5111], [1.3261, -1.0880, -4.7351], [0.5804, -1.7184, -5.6551], [-0.7895, -1.8307, -5.4891], [-1.3746, -1.3550, -4.3314], [-0.6400, -0.6614, -3.3159], [-1.6173, 0.1428, -2.1635], [2.3699, -0.9099, -4.9083], [1.0836, -2.1871, -6.5142], [-1.4102, -2.2668, -6.2992], [-2.4110, -1.5379, -4.1021], [0.2653, 3.9397, -4.2432], [-1.0019, 3.8630, -2.9450], [-2.4064, 3.7022, -3.9803], [-3.6154, 3.2687, -3.5214], [-4.6658, 2.9600, -4.3960], [-4.6641, 3.4649, -5.6873], [-3.5084, 4.0467, -6.1649], [-2.4080, 4.1825, -5.3388], [-1.1016, 5.6204, -2.4152], [-2.0718, 6.5549, -2.8201], [-2.0135, 7.8336, -2.3476], [-1.0483, 8.2702, -1.4476], [-0.0205, 7.3826, -1.0553], [-0.1253, 6.0252, -1.4820], [0.2575, 4.9005, -4.7365], [0.1640, 3.1176, -4.9579], [1.2513, 3.8442, -3.7658], [-3.7779, 3.1394, -2.4697], [-5.5318, 2.4810, -3.9988], [-5.5353, 3.2381, -6.3218], [-3.4393, 4.3777, -7.2373], [-1.5000, 4.6646, -5.7236], [-2.8139, 6.3273, -3.5787], [-2.7692, 8.5450, -2.6565], [-1.1592, 9.2957, -1.0826], [0.7468, 7.7749, -0.3931], [0.6226, 5.3127, -1.1668], [0.3355, -1.1594, 0.5005], [1.5228, -1.6948, 0.2719], [2.5389, -1.0426, -0.1449], [1.6640, -3.1580, 0.7025], [0.5924, -4.1535, 0.1544], [-0.3599, -5.2587, 1.5453], [0.8945, -5.5811, 3.0597], [0.4716, -5.0951, 4.2953], [1.3639, -5.1531, 5.4029], [2.5432, -5.8221, 5.2688], [2.9611, -6.2698, 4.0315], [2.1475, -6.1746, 2.9224], [-1.7997, -4.1971, 2.1870], [-3.1562, -4.6094, 2.0417], [-4.1670, -3.7150, 2.2368], [-3.9037, -2.4807, 2.7944], [-2.5980, -2.0528, 3.0166], [-1.5411, -2.9279, 2.7281], [-0.7842, -6.9843, 0.8208], [-0.2897, -7.4510, -0.4066], [-0.5656, -8.7548, -0.8348], [-1.2443, -9.6075, -0.0030], [-1.7776, -9.1930, 1.1877], [-1.5185, -7.9255, 1.6436], [1.6617, -3.1735, 1.8208], [2.6645, -3.5021, 0.3692], [0.9074, -4.9008, -0.5221], [-0.2502, -3.5953, -0.3489], [-0.5228, -4.6784, 4.3637], [1.0326, -4.7734, 6.3639], [3.2311, -5.8492, 6.0991], [3.9681, -6.7025, 3.9314], [2.5044, -6.5397, 1.9904], [-3.3435, -5.6320, 1.7802], [-5.2145, -3.9818, 1.9869], [-4.6638, -1.7760, 2.9668], [-2.4652, -1.0075, 3.3514], [-0.4807, -2.6125, 2.8343], [0.2539, -6.7369, -1.0357], [-0.1293, -9.1130, -1.7772], [-1.3464, -10.6182, -0.3281], [-2.3808, -9.8518, 1.7764], [-1.8784, -7.6737, 2.6781]], "mulliken_spin": [2.00, 0.00, 0.00, 0.00, 0.00, 0.00, 0.00, 0.00, 0.05, -0.01, -0.01, 0.00, 0.00, 0.00, 0.00, 0.00, 0.00, 0.00, 0.00, 0.00, 0.00, 0.00, 0.00, 0.00, 0.00, 0.01, 0.00, 0.00, 0.00, 0.00, 0.00, 0.00, 0.00, 0.00, 0.00, 0.00, -0.01, -0.07, 0.02, 0.00, 0.00, 0.00, 0.00, 0.02, -0.08, 0.00, 0.00, 0.00, 0.00, 0.00, 0.02, 0.00, 0.00, 0.00, 0.00, 0.00, 0.00, 0.00, 0.00, 0.00, 0.00, 0.00, 0.00, 0.00, 0.00, 0.00, 0.00, 0.00, 0.00, 0.00, 0.00, 0.00, 0.00, 0.00, 0.00, 0.00, 0.03, 0.03, 0.00, 0.00, 0.00, 0.00, 0.00, 0.00, 0.00, 0.00, 0.00, 0.00, 0.00, 0.00, 0.00, 0.00, 0.00, 0.00, 0.00, 0.00, 0.00, 0.00, 0.00, 0.00, 0.00, 0.00, 0.00, 0.00, 0.00, 0.00, 0.00, 0.00, 0.00, 0.00, 0.00, 0.00, 0.00, 0.00, 0.00, 0.00, 0.00, 0.00, 0.00], "e_lumo_ev": [-0.706, -0.377], "s_squared": 2.02, "e_homo_ev": [-7.56, -7.62], "multiplicity": 3, "charge": 0}